Record 1
Formula: H14O7
Source: OMol25
Level of theory: ωB97M-V/def2-TZVPD

Geometry as XYZ:
```
21
Properties=species:S:1:pos:R:3:mulliken_charge:R:1
O 3.135 -0.352 -0.050 -0.71
H 3.168 0.183 -0.837 0.31
H 2.363 -0.957 -0.161 0.45
O -0.604 0.260 -1.323 -0.68
H -0.792 0.684 -2.204 0.27
H -1.481 -0.012 -0.975 0.37
O 0.392 2.326 0.157 -0.73
H 1.287 2.643 0.286 0.37
H 0.287 1.505 -0.345 0.40
O 0.842 0.176 1.328 -0.81
H 1.656 0.139 0.736 0.27
H 0.575 1.156 1.138 0.52
O 0.878 -1.913 -0.865 -0.76
H 0.235 -1.877 -0.188 0.35
H 0.554 -1.202 -1.458 0.42
O -3.294 -0.032 -0.227 -0.70
H -3.535 0.874 -0.140 0.33
H -2.713 -0.252 0.467 0.35
O -1.160 -1.411 1.256 -0.76
H -1.364 -1.197 2.158 0.35
H -0.428 -0.742 1.246 0.41
```

The max |F| comes out at 2.30 eV Å⁻¹. The total energy is -535.06298 Ha. The SMILES is O.O.O.O.O.O.O. The HOMO-LUMO gap comes out at 11.3 eV. As for the relative energy (zero: lowest compared OMol25 entry of this formula, charge and spin): 38.2 kcal per mole.


Record 2
Formula: H14O7Ti
Source: OMol25
Level of theory: ωB97M-V/def2-TZVPD

Geometry as XYZ:
```
22
Properties=species:S:1:pos:R:3:mulliken_charge:R:1
Ti 19.635 -4.721 -9.172 0.45
O 18.268 -6.741 -8.581 -0.49
H 18.687 -7.014 -7.764 0.33
H 17.348 -6.984 -8.471 0.31
O 17.979 -1.710 -10.858 0.06
H 18.194 -2.522 -10.399 0.31
H 18.297 -1.016 -10.280 0.32
O 17.914 -4.475 -10.720 -0.45
H 17.621 -4.350 -11.623 0.28
H 17.181 -4.916 -10.289 0.29
O 18.292 -3.130 -7.904 -0.57
H 17.462 -2.697 -8.102 0.27
H 18.882 -2.417 -7.658 0.29
O 20.783 -4.330 -7.051 -0.40
H 20.419 -4.369 -6.166 0.29
H 21.731 -4.311 -6.921 0.29
O 21.352 -5.816 -10.274 -0.49
H 21.668 -5.464 -11.106 0.31
H 22.086 -6.327 -9.935 0.31
O 20.561 -2.762 -9.859 -0.22
H 20.881 -2.421 -9.024 0.25
H 20.891 -2.145 -10.512 0.25
```

The max |F| comes out at 4.45 eV Å⁻¹. The net charge is +2. The total energy is -1383.75030 Ha. As for the spin multiplicity: 5. The HOMO-LUMO gap (alpha / beta) comes out at 4.3 / 6.7 eV. As for the relative energy (zero: lowest compared OMol25 entry of this formula, charge and spin): 0.0 kcal per mole.


Record 3
Formula: H16InO8
Source: OMol25
Level of theory: ωB97M-V/def2-TZVPD

Geometry as XYZ:
```
25
Properties=species:S:1:pos:R:3:mulliken_charge:R:1
In -0.060 0.271 -0.001 2.12
O 0.048 -0.482 2.075 -0.57
H -0.714 -0.213 2.616 0.35
H 0.189 -1.370 2.373 0.34
O -1.465 0.975 -1.728 -0.61
H -1.947 1.746 -1.453 0.34
H -1.022 1.163 -2.572 0.37
O 0.738 2.092 -0.770 -0.50
H 0.459 2.959 -0.444 0.34
H 1.568 2.273 -1.203 0.32
O -1.699 -1.000 0.147 -0.49
H -1.991 -1.644 0.819 0.33
H -2.272 -1.027 -0.607 0.32
O 0.798 -2.420 0.602 -0.46
H 1.422 -2.773 -0.039 0.27
H 0.388 -3.203 0.867 0.27
O 2.215 0.090 0.491 -0.54
H 3.041 -0.003 0.098 0.29
H 2.446 -0.317 1.315 0.30
O -1.324 1.702 0.936 -0.67
H -0.948 2.454 1.486 0.39
H -2.302 1.610 1.171 0.37
O 0.596 -0.771 -1.762 -0.48
H 0.267 -1.090 -2.534 0.27
H 1.568 -1.021 -1.884 0.33
```

The max |F| comes out at 5.30 eV Å⁻¹. The net charge is +3. The total energy is -800.57528 Ha. The HOMO-LUMO gap comes out at 11.7 eV. As for the relative energy (zero: lowest compared OMol25 entry of this formula, charge and spin): 16.3 kcal per mole.


Record 4
Formula: H16InO8
Source: OMol25
Level of theory: ωB97M-V/def2-TZVPD

Geometry as XYZ:
```
25
Properties=species:S:1:pos:R:3:mulliken_charge:R:1
In 22.831 13.024 1.280 2.06
O 23.885 14.217 2.673 -0.49
H 24.728 13.929 2.964 0.32
H 23.615 15.031 3.173 0.33
O 23.230 11.647 -0.581 -0.50
H 23.866 11.693 -1.266 0.29
H 22.769 10.826 -0.764 0.31
O 23.293 11.166 2.289 -0.51
H 23.044 11.047 3.206 0.32
H 23.539 10.293 1.896 0.35
O 25.271 12.520 1.133 -0.58
H 25.889 12.102 1.743 0.33
H 25.764 13.339 1.062 0.32
O 23.886 14.384 -0.053 -0.51
H 24.704 14.154 -0.449 0.31
H 23.690 15.211 -0.529 0.31
O 21.504 13.085 3.432 -0.51
H 21.851 13.226 4.319 0.32
H 20.649 13.506 3.481 0.30
O 21.470 14.631 1.184 -0.51
H 21.661 15.526 1.418 0.32
H 20.619 14.707 0.783 0.31
O 21.033 11.904 0.905 -0.56
H 20.662 11.750 0.030 0.35
H 20.636 11.274 1.524 0.34
```

The max |F| comes out at 2.38 eV Å⁻¹. The net charge is +3. The total energy is -800.59459 Ha. The HOMO-LUMO gap comes out at 12.4 eV. As for the relative energy (zero: lowest compared OMol25 entry of this formula, charge and spin): 4.1 kcal per mole.


Record 5
Formula: H16O36S7Zn5
Source: OMol25
Level of theory: ωB97M-V/def2-TZVPD

Geometry as XYZ:
```
64
Properties=species:S:1:pos:R:3:mulliken_charge:R:1
Zn 0.217 2.116 1.830 0.36
Zn -0.657 -2.612 2.092 0.11
Zn -3.375 0.432 -0.523 -0.44
Zn 0.613 -0.641 -3.387 0.08
Zn 2.751 0.608 0.530 -0.56
S -0.324 -0.069 3.972 0.61
O -1.766 0.081 4.121 -0.51
O 0.221 -0.154 5.321 -0.87
O 0.036 -1.308 3.282 -0.68
O 0.309 1.059 3.335 -0.25
S 3.014 3.209 -1.518 1.41
O 2.669 2.015 -0.816 -0.17
O 1.853 3.617 -2.333 -0.88
O 3.187 4.270 -0.469 -0.75
O 4.204 2.939 -2.263 -0.80
S -3.091 2.583 1.700 1.43
O -3.614 2.020 0.443 -0.63
O -3.789 1.894 2.806 -0.69
O -1.736 2.217 1.787 -0.97
O -3.224 4.007 1.867 -0.79
S -3.751 -1.631 1.984 1.18
O -4.862 -2.569 1.654 -0.81
O -3.433 -0.728 0.893 -0.13
O -4.243 -0.894 3.205 -0.67
O -2.482 -2.341 2.312 -0.55
S -0.218 -0.128 -0.263 -0.12
O 0.697 0.738 0.466 2.37
O 0.456 -0.413 -1.534 0.83
O -0.389 -1.346 0.591 0.65
O -1.467 0.490 -0.507 0.43
S -1.586 -2.826 -4.077 1.08
O -1.153 -3.194 -5.392 -0.75
O -2.299 -3.912 -3.397 -0.74
O -0.415 -2.272 -3.330 -0.45
O -2.517 -1.676 -4.250 -0.91
S 3.595 2.210 2.423 1.48
O 2.274 2.053 1.939 -0.74
O 3.699 2.063 3.849 -0.78
O 4.348 1.190 1.636 -0.75
O 4.066 3.514 1.974 -0.74
O -0.912 -3.985 0.499 -0.25
H -1.696 -4.523 0.382 0.23
H -0.366 -4.189 -0.259 0.21
O 1.335 -3.226 2.042 -0.30
H 1.747 -3.605 1.266 0.23
H 2.016 -3.255 2.714 0.26
O -0.999 0.742 -3.445 -0.32
H -1.948 0.627 -3.497 0.20
H -0.880 1.677 -3.275 0.24
O 2.383 -0.715 2.075 -0.37
H 2.818 -0.632 2.924 0.27
H 1.590 -1.218 2.259 0.32
O 2.567 -1.617 -3.192 -0.34
H 3.005 -1.449 -4.026 0.27
H 3.278 -1.834 -2.588 0.24
O 0.347 3.584 0.379 -0.45
H 0.593 4.499 0.516 0.26
H 0.547 3.417 -0.542 0.07
O 1.876 1.029 -3.564 -0.45
H 2.795 1.021 -3.833 0.32
H 1.817 1.743 -2.929 0.19
O -3.258 -1.292 -1.677 -0.18
H -3.129 -1.172 -2.618 0.24
H -3.341 -2.238 -1.565 0.23
```

The max |F| comes out at 8.16 eV Å⁻¹. The net charge is -4. The total energy is -14402.40144 Ha. The HOMO-LUMO gap comes out at 3.3 eV.


Record 6
Formula: H16O8
Source: OMol25
Level of theory: ωB97M-V/def2-TZVPD

Geometry as XYZ:
```
24
Properties=species:S:1:pos:R:3:mulliken_charge:R:1
O -0.112 -0.369 -0.859 -0.58
H -0.505 -0.164 -1.715 0.29
H 0.741 0.079 -0.879 0.30
O 1.040 -3.051 -1.480 -0.58
H 1.931 -2.912 -1.139 0.27
H 0.508 -3.207 -0.692 0.31
O -3.218 -2.795 -0.026 -0.62
H -3.182 -2.762 -0.988 0.34
H -3.440 -3.712 0.170 0.27
O -0.209 2.561 1.419 -0.66
H -0.517 2.175 2.246 0.32
H -0.622 3.432 1.398 0.28
O -3.656 -1.334 -1.550 -0.60
H -4.324 -0.973 -2.144 0.28
H -3.461 -0.607 -0.948 0.32
O 1.066 0.927 1.499 -0.57
H 0.830 0.228 2.119 0.29
H 2.023 1.004 1.585 0.27
O 3.532 -0.395 -0.598 -0.60
H 3.729 0.090 -1.407 0.31
H 3.475 -1.314 -0.882 0.29
O 1.489 4.538 1.626 -0.68
H 2.390 4.255 1.435 0.31
H 0.974 3.724 1.586 0.44
```

The max |F| comes out at 3.38 eV Å⁻¹. The total energy is -611.41916 Ha. The SMILES is O.O.O.O.O.O.O.O. The HOMO-LUMO gap comes out at 10.5 eV. As for the relative energy (zero: lowest compared OMol25 entry of this formula, charge and spin): 102.6 kcal per mole.


Record 7
Formula: H16O8
Source: OMol25
Level of theory: ωB97M-V/def2-TZVPD

Geometry as XYZ:
```
24
Properties=species:S:1:pos:R:3:mulliken_charge:R:1
O 0.993 0.929 -0.909 -0.60
H 0.165 0.478 -0.712 0.29
H 0.739 1.631 -1.518 0.30
O -2.112 5.445 -1.609 -0.63
H -1.441 4.856 -1.247 0.31
H -2.042 5.322 -2.562 0.32
O -1.353 -3.309 0.144 -0.60
H -0.934 -2.501 0.463 0.27
H -0.777 -3.606 -0.569 0.33
O -0.884 1.866 3.594 -0.63
H -0.676 2.187 4.478 0.32
H -0.643 0.933 3.620 0.31
O -2.250 -2.726 -1.974 -0.61
H -2.368 -1.905 -1.483 0.29
H -1.816 -2.452 -2.790 0.31
O 3.557 -0.262 -1.217 -0.72
H 3.013 0.411 -0.793 0.35
H 3.548 -0.997 -0.593 0.36
O 5.050 -0.714 0.630 -0.64
H 4.875 0.037 0.052 0.37
H 5.428 -0.317 1.422 0.30
O -3.427 -1.651 0.820 -0.57
H -4.052 -2.027 1.449 0.30
H -2.594 -1.626 1.303 0.27
```

The max |F| comes out at 1.56 eV Å⁻¹. The total energy is -611.45178 Ha. The SMILES is O.O.O.O.O.O.O.O. The HOMO-LUMO gap comes out at 10.1 eV. As for the relative energy (zero: lowest compared OMol25 entry of this formula, charge and spin): 82.1 kcal per mole.


Record 8
Formula: H16O8
Source: OMol25
Level of theory: ωB97M-V/def2-TZVPD

Geometry as XYZ:
```
24
Properties=species:S:1:pos:R:3:mulliken_charge:R:1
O 0.508 -0.206 -0.068 -0.59
H 0.252 0.722 -0.118 0.30
H -0.274 -0.646 0.283 0.30
O 0.084 -2.216 -1.155 -0.59
H -0.399 -1.387 -1.252 0.32
H -0.590 -2.850 -0.886 0.28
O -0.862 4.542 3.042 -0.62
H -0.114 4.952 3.490 0.33
H -0.481 4.178 2.234 0.30
O 3.916 -1.113 -1.333 -0.64
H 3.842 -1.234 -2.287 0.31
H 3.289 -1.747 -0.967 0.32
O -2.706 -0.270 3.194 -0.63
H -3.546 0.196 3.273 0.32
H -2.905 -1.017 2.620 0.31
O -0.409 0.598 -3.171 -0.61
H -0.076 -0.271 -2.918 0.31
H 0.370 1.165 -3.143 0.30
O 0.773 -4.189 0.512 -0.58
H -0.102 -3.925 0.817 0.28
H 1.098 -4.772 1.207 0.29
O -1.155 2.855 -1.045 -0.60
H -0.216 2.869 -0.825 0.29
H -1.343 3.756 -1.331 0.30
```

The max |F| comes out at 1.39 eV Å⁻¹. The total energy is -611.45105 Ha. The SMILES is O.O.O.O.O.O.O.O. The HOMO-LUMO gap comes out at 11.0 eV. As for the relative energy (zero: lowest compared OMol25 entry of this formula, charge and spin): 82.6 kcal per mole.


- Which value of max |F| does entry 1 give?
  2.30 eV Å⁻¹